1.
Density functional theory data (ωB97M-V/def2-TZVPD) for a single C5H7NO molecule at a distorted geometry.

Cartesian coordinates (Å):
O (-0.34747, -2.39100, 0.50043)
H (-1.38250, 0.31639, -0.90630)
C (-1.03987, -1.67627, -0.18372)
C (0.63753, 0.22014, -0.07228)
H (1.10899, 1.26331, 1.77806)
N (1.74452, 2.06226, -1.58345)
H (-0.50304, 1.62796, 1.13995)
C (-0.55274, -0.39491, -0.82279)
C (1.27064, 1.24315, -0.91758)
H (-0.18563, 0.06200, 1.92881)
C (0.23718, 0.83252, 1.27772)
H (-0.26400, -0.64336, -1.85545)
H (-2.09517, -1.94741, -0.38669)
H (1.37156, -0.57478, 0.10329)

Atoms 1-3, force components in eV/Å:
O -0.3 0.4 -0.2
H 0.1 -0.1 0.1
C 0.2 -0.2 0.2

gap between HOMO and LUMO: 0.410 hartree
net charge: 0
E_LUMO: 0.69 eV
SMILES: C[C@H](C#N)CC=O
energy: -324.6980 hartree

=====

2.
Density functional theory data (ωB97M-V/def2-TZVPD) for a molecular structure, C16H11CuNO12 at a distorted geometry.

Cartesian coordinates (Å):
C (2.23253, -0.66649, 2.05787)
O (-2.06636, 0.24259, -4.75595)
N (-0.23863, -4.19146, -0.02529)
C (-1.27906, -3.49151, 0.73326)
C (-0.88850, 3.96276, -2.26589)
C (-0.09709, 6.00506, -1.08752)
O (-0.01018, 7.28734, -1.12834)
O (-0.02145, 1.84956, -1.31001)
C (0.36445, -3.70883, -1.13386)
O (0.21792, -2.60393, -1.57681)
C (-0.81077, 5.38659, -2.09327)
H (-1.46774, 0.63491, 3.03097)
O (-1.91667, 0.03110, -2.62170)
H (-0.87711, -6.09665, 0.53437)
O (2.47362, -1.05732, 4.39236)
C (0.06062, -5.54572, 0.42381)
H (-2.15542, -4.13365, 0.64690)
H (-1.31404, 6.00033, -2.83124)
C (-0.47677, 0.29615, 2.76650)
C (-0.12321, 3.08305, -1.19285)
O (-0.17263, -0.56541, -3.74945)
O (1.45108, 5.69506, 0.74402)
O (-1.04944, -0.28033, 0.63789)
O (-1.58290, 3.41976, -3.12743)
C (0.61442, 5.14902, -0.04923)
H (0.60650, -5.53621, 1.37174)
C (1.28015, -0.41469, 1.07623)
C (0.51860, 0.30069, 3.80520)
O (0.50400, 0.90139, 4.87934)
H (-0.93608, -3.17665, 1.72055)
H (1.09100, -4.44278, -1.53365)
C (-1.39723, -0.22000, -3.79108)
H (0.70221, -6.17236, -0.19848)
C (0.55192, 3.76683, -0.10840)
O (1.57253, -0.52075, -0.16860)
H (3.24500, -0.89611, 1.75397)
C (1.86103, -0.53287, 3.45718)
H (-1.46800, -2.50117, 0.30427)
H (1.19887, 3.14579, 0.49384)
C (-0.11445, -0.09350, 1.48064)
Cu (-0.08275, -0.30959, -1.56187)

Atoms 1-3, force components in eV/Å:
C -0.9 0.6 1.1
O 0.5 -1.9 -1.1
N 0.2 -1.2 0.5

multiplicity: 2
gap between HOMO and LUMO (spin up / spin down): 0.107 / 0.107 hartree
net charge: -4
E_LUMO (spin up / spin down): 7.26 / 7.26 eV
energy: -3214.1309 hartree

=====

3.
Density functional theory data (ωB97M-V/def2-TZVPD) for 2 unconnected molecules or ions with the total composition CH7N2 at a distorted geometry.

Cartesian coordinates (Å):
H (-1.71660, 1.09586, -0.40711)
H (-0.80120, -1.26567, 1.21173)
H (-2.63375, -0.18331, 0.54869)
H (1.63691, -0.67206, -1.10144)
C (-1.67617, 0.20819, 0.19720)
N (-0.60853, -0.41689, 0.54973)
H (1.57253, 1.14574, -1.01753)
N (1.78520, 0.19622, -0.57578)
H (0.97366, -0.06142, -0.00964)
H (2.78881, 0.23643, -0.22557)

Atoms 1-3, force components in eV/Å:
H 0.5 0.2 -0.3
H 0.2 2.0 -1.6
H 0.0 0.3 -0.1

gap between HOMO and LUMO: 0.426 hartree
net charge: +1
E_LUMO: -3.79 eV
energy: -151.5210 hartree

=====

4.
Density functional theory data (ωB97M-V/def2-TZVPD) for 2 unconnected molecules or ions with the total composition C4H12N2 at a distorted geometry.

Cartesian coordinates (Å):
H (0.19019, -0.88963, 2.41537)
C (-0.65623, -1.37613, -0.46015)
H (-2.24336, -1.04468, 0.95913)
H (1.40591, 1.28365, -3.11749)
H (0.26040, 0.19126, -3.61318)
N (0.70279, 0.62975, -2.79813)
H (-0.83645, 0.84739, 0.15711)
H (0.76025, 2.42148, 0.52814)
H (-1.11026, -1.09696, -1.40479)
H (1.92455, 1.33263, 0.98746)
H (-1.16904, -2.50970, 1.29962)
C (-0.24851, -0.54933, 1.47769)
H (0.68170, 1.83227, 2.06419)
C (-1.26548, -1.51635, 0.87545)
H (-0.10697, 1.14948, -2.47114)
N (0.94089, 1.58939, 1.10465)
C (0.06340, 0.45227, 0.64153)
H (0.25541, -1.95211, -0.52064)

Atoms 1-3, force components in eV/Å:
H 0.6 0.3 -0.2
C 0.4 -2.1 0.7
H -0.3 -0.6 0.1

gap between HOMO and LUMO: 0.250 hartree
net charge: +2
E_LUMO: -10.65 eV
energy: -268.3088 hartree

=====

5.
Density functional theory data (ωB97M-V/def2-TZVPD) for 2 unconnected molecules or ions with the total composition C5H9NO at a distorted geometry.

Cartesian coordinates (Å):
O (1.70259, 1.46546, 0.33800)
H (2.01045, -1.29265, 1.19484)
C (-1.37314, 1.73233, -0.13594)
H (0.27361, -1.35528, 0.88857)
C (1.31392, 0.35768, 0.06826)
H (0.92828, -0.22655, 2.09419)
H (-1.84906, -1.33290, -0.26007)
C (1.10183, -0.69647, 1.12954)
H (-3.38664, -0.58538, 0.47133)
C (1.08605, -0.08361, -1.35769)
H (-0.76615, 2.36964, 0.46882)
H (2.05493, -0.24431, -1.82658)
C (-2.37972, -0.47362, 0.11006)
H (0.50775, -0.99786, -1.42225)
H (0.58592, 0.70888, -1.91220)
N (-1.81064, 0.65464, 0.15110)

Atoms 1-3, force components in eV/Å:
O 0.0 0.3 0.0
H 0.1 -0.1 0.0
C 0.0 0.9 -0.4

gap between HOMO and LUMO: 0.327 hartree
net charge: 0
E_LUMO: 0.85 eV
energy: -325.8003 hartree

=====

6.
Density functional theory data (ωB97M-V/def2-TZVPD) for a single C4H6BNO2 molecule at a distorted geometry.

Cartesian coordinates (Å):
C (-0.19344, -0.64712, -0.15396)
B (-1.62509, -0.12078, -0.05126)
O (-2.06793, 0.78210, -1.05005)
H (1.14977, 1.55136, 1.44349)
H (-2.97334, 1.06597, -0.80696)
H (2.92652, -1.33785, -0.51269)
N (2.34794, 0.50725, 0.13226)
H (1.21711, 2.15643, -0.19120)
H (-3.40770, -0.19268, 1.12891)
C (0.86600, -1.31786, -0.34193)
C (1.25516, 1.21937, 0.44435)
C (2.19204, -0.65682, -0.21751)
O (-2.51439, -0.61167, 0.96519)
H (0.82737, -2.39771, -0.78863)

Atoms 1-3, force components in eV/Å:
C -1.0 3.7 1.5
B -1.6 -0.1 -0.1
O -0.4 -0.6 1.6

gap between HOMO and LUMO (spin up / spin down): 0.310 / 0.310 hartree
net charge: 0
E_LUMO (spin up / spin down): 0.25 / 0.25 eV
energy: -386.0576 hartree